{
  "formula": "C20H31BrF6NO10S4SiTi",
  "method": "the ωB97M-V functional and the def2-TZVPD basis",
  "total_energy_ha": -7492.57397,
  "de_lowest_ev": 3.170,
  "charge": 1,
  "multiplicity": 1,
  "lumo_ev": -4.429,
  "gap_ha": 0.2979,
  "homo_ha": -0.4606,
  "elements": ["H", "H", "O", "H", "H", "C", "H", "H", "H", "H", "S", "C", "H", "Si", "H", "C", "H", "H", "C", "F", "C", "F", "C", "H", "H", "O", "O", "S", "C", "H", "Br", "H", "H", "N", "S", "F", "O", "H", "O", "S", "C", "H", "O", "H", "C", "C", "F", "C", "H", "O", "O", "C", "H", "C", "C", "Ti", "F", "C", "C", "C", "H", "H", "O", "H", "H", "C", "C", "O", "C", "H", "H", "F", "H", "H", "H"],
  "coordinates": [[-1.114, -4.773, -1.852], [3.479, 0.812, -1.074], [-1.744, 3.708, -1.760], [1.424, -4.718, 0.626], [-0.605, -0.301, 1.929], [3.251, 1.147, -0.075], [-0.948, -4.536, 1.442], [-0.517, -1.388, 3.299], [2.361, 2.381, 3.447], [2.582, -1.221, 0.377], [-0.017, 2.127, 2.168], [3.961, 1.846, 2.109], [-1.175, -3.755, 2.998], [-0.139, -2.244, -0.428], [3.648, -2.626, 0.273], [1.912, 1.294, 0.285], [2.336, -1.637, -2.248], [4.748, 2.042, 2.820], [1.612, 1.759, 1.559], [-0.927, 5.880, 2.912], [-0.995, -1.524, -3.044], [-4.007, 4.059, -0.661], [2.622, -2.306, 0.440], [-3.309, -2.716, -2.627], [0.030, -4.085, -3.001], [0.003, -0.417, -0.363], [0.377, 3.762, -0.016], [-0.587, 4.666, 0.602], [1.699, -2.947, -0.610], [-1.666, -4.186, -3.409], [-3.147, 1.065, -0.846], [1.793, -3.228, -2.770], [1.092, -4.995, -1.080], [-0.926, 5.738, -0.534], [0.780, 0.680, -0.980], [-4.477, 5.861, -1.754], [-1.801, 5.893, -2.876], [-1.596, -1.724, -3.930], [-1.894, 3.970, 0.738], [-1.847, 5.196, -1.657], [-0.618, -3.712, 2.065], [2.746, -4.838, -0.521], [-0.118, 3.602, 2.270], [-2.681, -1.964, 2.462], [-2.376, -2.084, 1.426], [-0.229, -1.263, 2.257], [-3.581, 6.005, 0.197], [-0.865, -2.358, 1.389], [0.051, -1.502, -3.338], [-0.938, 1.672, 1.065], [-0.218, 1.486, 3.409], [2.634, 2.040, 2.460], [-2.944, -2.906, 1.007], [1.732, -4.469, -0.382], [-0.074, 5.937, 1.915], [-1.426, 2.528, -0.404], [1.159, 5.723, 2.335], [-3.601, 5.317, -0.938], [2.326, -2.690, -1.993], [-0.970, -3.996, -2.597], [0.431, -3.853, 2.304], [-2.628, -1.169, 0.896], [1.578, 0.286, -2.085], [5.291, 1.268, 0.524], [-1.268, -0.538, -2.659], [-2.767, -2.621, -1.690], [4.268, 1.413, 0.828], [-0.236, 1.698, -1.393], [-1.262, -2.612, -1.991], [0.856, -1.247, 2.204], [2.345, -2.613, 1.443], [-0.117, 7.144, 1.392], [-3.106, -1.710, -1.215], [-3.021, -3.481, -1.080], [3.355, -3.052, -1.995]],
  "atomic_forces_ev_per_a": [[-0.0275, -0.2538, 0.0620], [0.0954, -0.0632, -0.0018], [-0.0104, 1.0763, -2.2432], [-0.0486, -0.1890, 0.1730], [0.0054, -0.2972, 0.1757], [-0.2186, 0.0423, -0.2289], [-0.0631, -0.2990, -0.0688], [-0.0642, -0.0877, 0.1055], [0.0515, 0.0903, 0.1517], [0.1710, 0.0203, 0.1472], [1.1101, 0.9122, 1.6721], [-0.1016, -0.0237, -0.2440], [-0.0987, 0.0266, 0.1327], [0.2439, -0.9001, 0.2302], [0.1533, -0.0268, -0.0857], [-0.0052, -0.0675, -0.4223], [0.1146, -0.0936, -0.1110], [0.0240, 0.0355, 0.0962], [-0.2612, 0.0930, 0.2656], [-0.1605, -0.2767, -0.1468], [0.1679, -0.0805, 0.3561], [-0.1768, 0.5947, -0.2390], [-0.4740, -0.0015, -0.1246], [-0.0586, -0.0475, -0.2290], [0.1761, -0.0419, -0.0530], [-0.0969, -0.5119, 0.0296], [0.6335, -0.0792, -0.5231], [0.4895, 3.1071, -0.9506], [-0.1472, 0.2191, -0.0318], [-0.1519, 0.0320, -0.1198], [-0.6799, -0.1894, -0.0570], [0.0058, -0.0126, -0.1683], [-0.0949, -0.1808, -0.1259], [0.3176, 0.2911, 0.0129], [1.7139, -0.8719, -0.5945], [0.5184, 0.0153, -0.2605], [0.0992, 0.1792, -0.3672], [-0.0762, -0.0003, -0.0938], [-0.8725, 0.6989, 1.8672], [-1.0661, 1.5084, 0.1261], [0.1188, 0.1299, -0.3649], [0.1691, 0.0318, -0.0362], [0.2272, -1.5540, 1.3398], [-0.0461, 0.0247, 0.2005], [0.2426, -0.0977, -0.2050], [-0.0467, -0.0011, -0.4382], [0.1257, 0.0651, -0.2598], [0.0909, 0.0117, -0.1863], [0.1376, 0.0658, -0.1296], [1.1160, -1.7471, 3.0903], [-0.0933, -0.1877, 0.0156], [-0.3064, -0.1727, -0.0814], [-0.1611, -0.0824, -0.0766], [-0.4034, 0.3058, 0.0808], [0.3941, 1.3984, 0.7560], [-4.4652, -1.1932, -1.3998], [-0.1420, -0.3603, -0.3290], [-0.7345, -0.4417, 0.5400], [-0.3668, 0.1009, 0.1012], [0.2731, 0.2230, 0.3172], [0.1662, -0.0845, 0.0360], [-0.1287, 0.1201, -0.0394], [-0.1761, 0.4599, 0.0461], [0.1341, 0.0103, -0.0322], [-0.0815, 0.0190, -0.1667], [0.3045, 0.0786, 0.1071], [-0.2334, 0.0777, 0.1371], [2.8688, -1.4103, -1.8812], [0.0337, 0.1989, 0.2341], [0.2072, 0.0023, 0.0704], [-0.0225, 0.0319, 0.2393], [-0.1043, -0.3283, -0.2199], [-0.1168, 0.0769, 0.1702], [-0.1917, -0.0462, 0.1818], [0.0746, -0.0719, 0.0695]],
  "mulliken_charge": [0.3955, 0.6346, -0.2746, 0.3333, -0.3051, -0.9091, 0.3407, 0.6575, 0.6360, 0.5870, 1.1879, -0.9366, 0.5367, -0.6846, 0.6041, -0.2890, 0.1780, 0.4800, 0.5241, -0.1851, -1.6448, -0.2269, -2.1173, 0.5762, 0.2818, 1.0072, -0.4598, 1.5804, 2.3928, 0.5424, -0.2721, 0.2595, 0.3168, -0.8120, 1.2563, -0.2106, -0.5996, 0.5990, -0.6904, 1.1744, -2.0109, 0.5101, -0.3991, 0.5653, -2.0193, -1.4211, -0.2182, 2.5151, 0.2915, -0.0717, -0.5300, -1.0198, 0.4101, -1.7335, 0.7413, 0.2833, -0.1598, 0.7849, -1.6041, -1.9288, 0.3677, 0.0780, -0.7147, 0.4982, 0.0550, -1.9002, -0.5876, -0.3014, 2.5238, 0.2499, 0.2576, -0.1782, 0.2497, 0.3372, 0.6150]
}

{
  "formula": "C20H31BrFN3O5",
  "method": "the ωB97M-V functional and the def2-TZVPD basis",
  "smiles": "C[C@H](F)c1ccc(CC(=O)Br)c2c1C(=O)NC2=O.COC[C@@H](C)N.COC[C@@H](C)N",
  "total_energy_ha": -3995.03926,
  "multiplicity": 1,
  "lumo_ev": -0.752,
  "gap_ha": 0.3067,
  "homo_ha": -0.3344,
  "elements": ["C", "H", "C", "H", "H", "O", "C", "Br", "H", "H", "H", "N", "C", "C", "H", "C", "H", "C", "C", "H", "F", "H", "H", "O", "H", "H", "C", "H", "C", "H", "H", "H", "O", "H", "H", "C", "C", "O", "H", "H", "C", "N", "O", "C", "H", "N", "H", "H", "H", "C", "H", "H", "C", "C", "H", "C", "C", "H", "H", "H", "C"],
  "coordinates": [[-1.540, -0.878, 3.782], [2.064, 0.000, -5.171], [-4.050, -0.523, 3.692], [-2.199, -2.345, -2.899], [-1.857, -0.345, -1.391], [2.934, 3.214, -2.578], [-2.638, -0.169, 3.253], [-5.129, 2.045, 4.420], [-1.505, -4.200, -0.559], [2.241, 1.475, -1.685], [0.996, 3.478, -5.037], [-1.041, -0.182, -1.975], [-0.221, -0.600, 3.418], [-0.039, -2.147, -0.819], [0.700, -1.534, -0.296], [2.454, 2.079, -4.741], [-0.789, 1.900, 1.226], [-1.137, -2.320, -3.141], [1.511, 0.750, 2.093], [3.068, 2.617, -0.640], [1.501, 1.115, 0.744], [2.459, 1.481, 3.840], [-0.454, 0.442, -1.427], [1.838, -1.592, 4.140], [3.556, 0.262, -4.269], [-4.062, -0.585, 4.772], [-0.350, -1.462, -2.156], [1.990, 0.364, -3.464], [2.523, 0.596, -4.382], [0.801, 2.610, -3.695], [0.619, -1.247, -2.614], [-0.021, -3.363, 4.773], [-5.669, 0.465, 2.261], [3.457, 3.945, -4.363], [2.855, 2.412, 2.372], [-1.005, 1.128, 1.948], [3.075, 2.170, -1.630], [-2.429, -2.441, 5.379], [2.773, 2.172, -5.784], [-1.048, -1.905, -4.145], [-1.524, -1.982, 4.768], [-0.170, -2.376, 4.951], [-1.124, -2.258, 0.080], [0.088, 0.415, 2.497], [4.013, 1.623, -1.768], [1.064, 2.532, -4.673], [4.412, 2.542, -3.879], [-4.327, -1.483, 3.271], [1.280, 2.581, 3.178], [3.396, 2.959, -3.896], [-2.806, -3.026, -0.887], [0.415, -3.135, -0.984], [-2.337, 0.838, 2.316], [0.653, -1.539, 4.144], [-2.508, -3.574, 0.764], [2.074, 1.892, 2.912], [-2.027, -3.316, -0.179], [-0.763, -3.345, -3.165], [-3.123, 1.413, 1.852], [2.111, -0.145, 2.210], [-5.029, 0.499, 3.234]],
  "atomic_forces_ev_per_a": [[-0.2679, 0.9603, -0.6819], [-0.0383, 0.0361, -0.0052], [0.7343, 0.1279, 0.0646], [-0.0137, -0.0067, 0.0599], [-0.0407, 0.0021, -0.0694], [0.0977, 0.0537, -0.0401], [0.8000, 0.0465, -0.0423], [0.0102, 0.2100, 0.1833], [-0.0024, -0.0103, -0.0320], [-0.0397, -0.1785, 0.0371], [-0.0164, -0.0469, -0.0501], [0.1215, 0.0039, 0.1505], [-0.8146, 0.8640, -0.6397], [0.2419, 0.0054, -0.0097], [-0.0180, 0.0241, 0.0320], [-0.0634, -0.0393, 0.2986], [-0.1146, 0.1074, -0.1160], [0.0508, -0.0316, -0.0683], [-0.5548, -0.1003, 0.3166], [0.0213, 0.0946, 0.0029], [-0.0200, -0.0399, -0.1200], [0.2055, 0.0201, 0.1375], [0.0223, 0.0097, -0.0528], [1.4724, -0.1721, -0.2659], [0.0169, 0.0228, 0.0126], [-0.0838, -0.1535, 0.2093], [-0.2244, 0.0189, 0.0814], [-0.0596, 0.0959, 0.1147], [0.0682, -0.0987, -0.2483], [-0.0574, -0.0840, -0.0163], [0.0498, -0.0147, 0.0367], [0.2334, -0.0729, 0.7122], [-0.9029, -0.0350, -1.2424], [-0.0188, 0.0003, 0.0217], [0.2180, 0.0016, -0.0596], [0.0529, -0.9984, 0.8618], [0.0416, 0.1499, -0.2637], [-1.3468, -0.7817, 0.4970], [0.0969, 0.0831, 0.0279], [-0.0222, 0.0413, 0.0071], [1.0334, 0.4425, -0.1934], [-0.2600, 0.1992, -1.0698], [-0.1099, 0.0035, 0.0325], [-0.7518, -0.0821, 0.0465], [0.0114, -0.0200, -0.0372], [0.0969, 0.0862, -0.0278], [-0.0324, -0.0810, 0.0683], [-0.1414, -0.2062, -0.0690], [-0.0298, 0.3007, -0.0950], [-0.1095, -0.0435, 0.0206], [0.0232, -0.0397, -0.0643], [-0.0525, -0.0071, -0.0534], [0.9690, -0.4207, 0.2656], [-0.7606, -0.1415, 0.4574], [0.0140, 0.0035, 0.0202], [-0.3573, -0.2307, 0.2213], [0.0039, 0.0687, 0.0873], [-0.0048, 0.0005, 0.0135], [-0.1483, 0.0338, -0.0151], [0.2683, -0.0828, -0.2435], [0.5031, 0.1017, 0.7934]],
  "mulliken_charge": [-0.5695, 0.3563, -0.2851, 0.3270, 0.3443, -0.4001, 0.7428, -0.1695, 0.3608, -0.0490, 0.2689, -0.6540, 0.2574, -0.7398, 0.1139, 0.2621, 0.5242, -1.6877, -0.0215, 0.1665, -0.1562, 0.3826, 0.2222, -0.5452, 0.3844, 0.5213, 0.9135, -0.3263, -0.7166, 0.2884, -0.0058, 0.2963, -0.4254, 0.3489, 0.3826, -0.7884, -0.2156, -0.5460, 0.4167, 0.3878, 0.2406, -0.2882, -0.0918, 0.6849, 0.2983, -0.6725, 0.3900, 0.3274, 0.3733, -0.7657, 0.2681, 0.4587, -1.1010, 0.5142, 0.2350, -1.5165, -0.8313, 0.3506, 0.4843, 0.5069, 0.1672]
}